{"formula": "C17H10ClN2O4PbS2", "method": "wB97M-V/def2-TZVPD", "e_homo_ev": -11.9, "orbital_gap_ha": 0.2536, "largest_force_ev_per_a": 1.057, "total_charge": 1, "symbols": ["Pb", "O", "C", "O", "C", "C", "Cl", "N", "N", "C", "C", "O", "O", "C", "C", "C", "C", "C", "C", "H", "H", "H", "H", "H", "H", "S", "C", "C", "C", "C", "C", "C", "S", "H", "H", "H", "H"], "xyz": [[0.07193, -1.83441, -0.11834], [0.06113, 4.74789, 0.02986], [1.27453, 4.24149, 0.03756], [2.26303, 4.91759, 0.08386], [1.42013, 2.74239, -0.03004], [2.66733, 2.10669, -0.10814], [4.21573, 2.75469, -0.16084], [2.45013, 0.77299, -0.08554], [1.14893, 0.50269, -0.00334], [0.50363, 1.67359, 0.03216], [-0.94257, 1.66849, 0.27996], [-1.63507, 2.64479, 0.38466], [-1.37727, 0.40869, 0.45536], [3.38993, -0.28441, -0.03504], [3.30263, -1.17191, 1.03586], [4.15093, -2.26241, 1.08206], [5.07243, -2.46071, 0.06586], [5.16633, -1.56171, -0.98614], [4.32983, -0.45811, -1.04034], [-0.68487, 4.11389, 0.10426], [2.59513, -0.98591, 1.83066], [4.10103, -2.94881, 1.91406], [5.72243, -3.31951, 0.09306], [5.89093, -1.73131, -1.76754], [4.38383, 0.24639, -1.85654], [-2.74557, 0.15959, 1.49566], [-3.95117, -0.58471, 0.45716], [-5.21537, -0.00481, 0.53396], [-6.30397, -0.61801, -0.05474], [-6.12847, -1.80551, -0.74864], [-4.87217, -2.37401, -0.85504], [-3.77287, -1.78091, -0.24234], [-2.23567, -2.66641, -0.35064], [-5.32667, 0.92209, 1.07736], [-7.27907, -0.16561, 0.02346], [-6.97667, -2.29781, -1.19514], [-4.73447, -3.30691, -1.37854]], "nbo_charge": [1.31, -0.66, 0.78, -0.54, -0.22, 0.18, 0.17, -0.18, -0.34, 0.03, 0.79, -0.53, -0.70, 0.16, -0.26, -0.20, -0.18, -0.17, -0.22, 0.51, 0.23, 0.24, 0.24, 0.24, 0.24, 0.60, -0.28, -0.16, -0.20, -0.16, -0.21, -0.13, -0.34, 0.24, 0.24, 0.24, 0.24]}